DFT (the ωB97M-V functional and the def2-TZVPD basis) results for the molecule C2H6N2S in a non-equilibrium geometry.

Calculated values
multiplicity	3
electronic energy	-15978.6398	eV
Kohn-Sham gap (spin up / spin down)	4.932 / 6.469	eV
relative energy (zero: lowest compared OMol25 entry of this formula, charge and spin)	85.02	kcal/mol

Last column: Mulliken spin population.
Element x y z (Å)
C  0.27502  0.07071  -0.83197  0.219
H  -0.77105  1.52732  1.37394  -0.006
H  0.09293  1.02485  -1.31360  -0.064
H  -0.07847  0.49577  2.43910  0.000
N  0.03328  0.90112  1.56730  0.056
C  -0.92471  -0.61068  -0.28126  0.155
N  0.12880  -0.10661  0.63615  0.006
H  -1.86200  -0.12033  -0.40286  -0.010
H  2.51406  -0.56078  -1.08806  0.074
S  1.46561  -0.97468  -1.67866  1.657
H  -0.87345  -1.64668  -0.42008  -0.086


DFT (the ωB97M-V functional and the def2-TZVPD basis) results for a cluster of 3 separate species, C2H6N2S2 in total in a non-equilibrium geometry.

Calculated values
electronic energy	-26815.7940	eV
Kohn-Sham gap	8.577	eV
relative energy (zero: lowest compared OMol25 entry of this formula, charge and spin)	138.83	kcal/mol

Last column: natural (NBO) charge in e.
Element x y z (Å)
H  2.08774  -0.61820  -1.08636  0.411
S  -1.18193  0.18707  -0.01611  0.207
H  -1.36373  -1.55596  -2.02267  0.362
N  -0.32349  -1.36665  -1.95045  -0.667
S  1.89001  1.31038  -0.29710  0.237
H  0.29274  0.52696  1.86303  0.246
C  -0.86533  0.16898  1.84829  -0.779
H  -1.47649  -1.14683  2.69940  0.239
C  0.00400  -0.55103  -0.97119  0.208
N  1.28460  -0.11744  -0.77635  -0.805
H  -1.90402  1.28515  2.11274  0.255
H  1.55590  1.87757  -1.40323  0.085


DFT (the ωB97M-V functional and the def2-TZVPD basis) results for the ion C2H6N3 with charge +1 in a non-equilibrium geometry.

Calculated values
net charge	+1
electronic energy	-6633.0397	eV
Kohn-Sham gap	9.318	eV
structure (SMILES)	NC(N)=C=[NH2+]
relative energy (zero: lowest compared OMol25 entry of this formula, charge and spin)	47.20	kcal/mol

Last column: natural (NBO) charge in e.
Element x y z (Å)
H  -0.80226  -1.95997  -0.15397  0.432
H  -2.15269  -0.85393  -0.35369  0.404
N  -1.00519  1.34696  -0.14950  -0.731
H  -1.96812  1.27519  0.19302  0.430
H  2.24938  -0.13324  1.07560  0.402
H  -0.35348  2.07593  0.06283  0.426
N  2.06067  -0.25743  0.13465  -0.600
C  0.86886  -0.17592  -0.33325  0.214
H  2.83635  -0.49986  -0.46281  0.429
N  -1.27591  -0.96518  0.08386  -0.772
C  -0.45762  0.14745  -0.09674  0.366


DFT (the ωB97M-V functional and the def2-TZVPD basis) results for the ion C2H6N3 with charge +1 in a non-equilibrium geometry.

Calculated values
net charge	+1
electronic energy	-6631.6365	eV
Kohn-Sham gap	10.079	eV
structure (SMILES)	CN(N)C#[NH+]
relative energy (zero: lowest compared OMol25 entry of this formula, charge and spin)	79.56	kcal/mol

Last column: natural (NBO) charge in e.
Element x y z (Å)
H  2.03717  0.34590  -0.87642  0.395
H  1.07369  1.34047  -1.49909  0.401
H  -1.74372  -0.40199  0.20574  0.224
H  -0.98566  -1.02868  -1.32717  0.240
N  0.20051  0.06456  -0.13189  -0.214
N  1.04903  0.41225  -1.09986  -0.609
H  0.12799  -0.38639  3.23278  0.487
N  0.48975  -0.56880  2.27355  -0.499
C  -1.11571  -0.24313  -0.66462  -0.384
C  0.33019  -0.14738  1.14840  0.719
H  -1.46325  0.61320  -1.26142  0.239


DFT (the ωB97M-V functional and the def2-TZVPD basis) results for a structure of composition C2H6N3O in a non-equilibrium geometry.

Calculated values
net charge	+1
electronic energy	-8678.5981	eV
Kohn-Sham gap (spin up / spin down)	10.147 / 10.147	eV
relative energy (zero: lowest compared OMol25 entry of this formula, charge and spin)	106.52	kcal/mol

Last column: natural (NBO) charge in e.
Element x y z (Å)
O  -0.62810  -1.58988  -0.08250  -0.531
H  -0.61247  1.39806  -1.54165  0.295
N  -2.63046  0.10365  0.53135  0.288
N  -1.84469  0.76764  0.08499  0.107
H  -0.11533  1.54686  0.11800  0.244
C  -0.70566  1.02495  -0.49272  -0.419
H  1.93385  -1.19108  0.34745  0.418
H  0.70736  -0.49511  -1.37864  0.195
H  0.78009  -0.81393  1.48694  0.424
C  0.01617  -0.71909  -0.57723  0.468
H  1.74679  0.44254  0.75332  0.409
N  1.35247  -0.47461  0.75067  -0.898


DFT (the ωB97M-V functional and the def2-TZVPD basis) results for a cluster of 2 separate species, C2H6N3O2 in total in a non-equilibrium geometry.

Calculated values
net charge	-1
electronic energy	-10731.6348	eV
Kohn-Sham gap (spin up / spin down)	7.179 / 7.184	eV
relative energy (zero: lowest compared OMol25 entry of this formula, charge and spin)	175.62	kcal/mol

Last column: natural (NBO) charge in e.
Element x y z (Å)
O  -2.97412  0.58355  1.08945  -0.500
H  -0.27386  1.83846  -1.62393  0.295
N  -1.79204  -0.67188  -0.33555  -0.439
H  1.31620  -1.11084  0.80886  0.210
H  0.95381  -1.02093  -0.92878  0.235
C  0.55468  -1.11606  0.08460  -0.680
C  -0.66307  -0.29365  0.33362  0.228
O  -3.91914  -0.53390  -0.52393  -0.516
H  -0.65721  2.49573  -0.40326  0.300
H  0.08515  -2.15149  -0.09368  0.220
H  -0.72303  0.12320  1.42488  0.202
N  -2.86488  -0.06800  0.03394  0.585
N  0.01379  1.80600  -0.65279  -1.142


DFT (the ωB97M-V functional and the def2-TZVPD basis) results for a cluster of 2 separate species, C2H6N3O2 in total in a non-equilibrium geometry.

Calculated values
net charge	-1
electronic energy	-10738.0553	eV
Kohn-Sham gap	8.264	eV
relative energy (zero: lowest compared OMol25 entry of this formula, charge and spin)	27.56	kcal/mol

Last column: natural (NBO) charge in e.
Element x y z (Å)
C  0.08206  -1.07115  1.68077  0.845
N  0.07734  1.58275  -2.94974  -0.870
H  0.50864  -0.22202  -0.20853  0.434
H  -1.14693  -1.91666  3.10629  0.363
O  1.23552  -0.60147  1.53848  -0.797
C  0.08706  1.28785  -1.57557  0.239
H  -0.47208  2.35791  -3.26861  0.364
O  -0.92458  -0.93247  0.89912  -0.828
H  -0.55367  1.99561  -1.01123  0.116
H  0.44242  -1.65377  3.60993  0.358
N  -0.17681  -1.79744  2.84722  -0.898
N  0.62639  0.21007  -1.12432  -0.712
H  0.21464  0.76078  -3.54379  0.385


DFT (the ωB97M-V functional and the def2-TZVPD basis) results for the ion C2H6N3O2 with charge +1 in a non-equilibrium geometry.

Calculated values
net charge	+1
electronic energy	-10725.6202	eV
Kohn-Sham gap	11.163	eV
structure (SMILES)	C/[NH+]=C(/N)[N+](=O)[O-]
relative energy (zero: lowest compared OMol25 entry of this formula, charge and spin)	76.65	kcal/mol

Last column: natural (NBO) charge in e.
Element x y z (Å)
C  -1.39608  1.05590  0.64455  -0.450
N  -0.87994  -0.16959  0.02374  -0.523
H  -1.52773  -0.85599  -0.53384  0.435
O  2.14083  0.33570  0.97783  -0.280
H  0.12879  -2.37534  -0.93948  0.443
H  -2.45204  1.03444  0.92106  0.266
N  0.80112  -1.66627  -0.56403  -0.689
H  -0.78341  1.22453  1.58937  0.248
H  1.76052  -1.83057  -0.83690  0.456
H  -1.47084  1.90045  -0.01032  0.244
O  1.73657  1.33217  -0.91772  -0.270
N  1.55212  0.51382  -0.05563  0.493
C  0.39010  -0.49924  -0.29863  0.628


DFT (the ωB97M-V functional and the def2-TZVPD basis) results for a cluster of 2 separate species, C2H6N3OS in total in a non-equilibrium geometry.

Calculated values
net charge	-1
electronic energy	-19521.4399	eV
Kohn-Sham gap	6.739	eV
relative energy (zero: lowest compared OMol25 entry of this formula, charge and spin)	0.00	kcal/mol

Last column: natural (NBO) charge in e.
Element x y z (Å)
H  1.38229  1.15626  -0.09660  0.483
N  -3.19696  -0.05347  -0.16069  0.094
C  -2.13629  -0.67357  0.17511  -0.310
H  2.12179  -1.07683  -0.19608  0.083
O  0.61194  1.79845  -0.12502  -0.637
N  -4.18661  0.39965  -0.46282  -0.055
H  -0.34146  -0.32086  1.25647  0.188
C  -0.98976  0.20926  0.63921  -0.244
H  0.08636  0.17828  -1.18575  0.335
H  -1.29872  1.20852  1.31448  0.185
S  3.09056  -0.06915  -0.39740  -0.975
N  -0.36366  0.88773  -0.54392  -0.375
H  -1.67878  -1.47611  -0.36914  0.229


DFT (the ωB97M-V functional and the def2-TZVPD basis) results for the ion C2H6N3S with charge +1 in a non-equilibrium geometry.

Calculated values
net charge	+1
electronic energy	-17466.8643	eV
Kohn-Sham gap	7.629	eV
structure (SMILES)	[H]/N=C/NC[NH+]=S
relative energy (zero: lowest compared OMol25 entry of this formula, charge and spin)	75.49	kcal/mol

Last column: natural (NBO) charge in e.
Element x y z (Å)
N  0.43678  0.89492  1.04431  -0.707
H  -1.36086  0.07179  1.96742  0.225
H  -0.47523  0.99228  -1.38578  0.251
H  -1.54027  -1.31169  0.05840  0.430
N  1.19069  -0.23072  -0.73023  -0.548
H  1.60516  0.72900  -0.65708  0.482
H  -0.50294  -0.75113  -2.01812  0.271
N  -1.11255  -0.39367  0.03806  -0.581
C  -0.23230  -0.11247  -1.06371  -0.134
S  1.76481  -1.56675  -0.12730  0.598
H  0.80876  1.52149  1.71156  0.415
C  -0.58206  0.15695  1.16246  0.298